The following is a quantum chemistry calculation of 7 unconnected molecules or ions with the total composition C14H36N2O5 in a non-equilibrium geometry, from the Open Molecules 2025 dataset.

Results
Gap between HOMO and LUMO   10.012 eV
Relative energy (zero: lowest compared OMol25 entry of this formula, charge and spin)   0.0 kJ/mol
SMILES string   CC#N.CC#N.CCO.CCO.CCO.CCO.CCO
LUMO energy   0.266 eV
Strongest force on any atom   3.11 eV Å⁻¹

Last columns: bonded neighbours and bond lengths (Å).
Element x y z (Å)
1 C -26.32444 -34.00827 5.36420  C2 1.551, H4 1.090, H5 1.089, H6 1.092
2 C -27.72691 -33.59173 4.84976  C1 1.551, O3 1.431, H7 1.087, H8 1.092
3 O -28.76618 -34.21622 5.60973  C2 1.431, H9 0.957
4 H -25.51315 -33.47631 4.86669  C1 1.090
5 H -26.23655 -35.09218 5.30304  C1 1.089
6 H -26.19827 -33.73774 6.41441  C1 1.092
7 H -27.88481 -33.78591 3.79219  C2 1.087
8 H -27.87908 -32.53733 5.09135  C2 1.092
9 H -29.09184 -33.62604 6.28970  O3 0.957
10 C -18.82280 -29.42094 0.44521  C11 1.521, H13 1.088, H14 1.093, H15 1.093
11 C -19.68081 -30.65415 0.67980  C10 1.521, O12 1.434, H16 1.095, H17 1.088
12 O -20.94588 -30.26854 1.23317  C11 1.434, H18 0.962
13 H -18.51621 -28.82045 1.29851  C10 1.088
14 H -19.34216 -28.77827 -0.26983  C10 1.093
15 H -17.97820 -29.76038 -0.16038  C10 1.093
16 H -19.31400 -31.39556 1.39797  C11 1.095
17 H -19.85169 -31.23690 -0.22319  C11 1.088
18 H -20.76453 -29.56900 1.86740  O12 0.962
19 C -26.47445 -29.03884 5.53052  C20 1.536, H22 1.095, H23 1.092, H24 1.091
20 C -25.55093 -29.37743 6.70985  C19 1.536, O21 1.407, H25 1.089, H26 1.098
21 O -24.37057 -28.62094 6.58603  C20 1.407, H27 0.960
22 H -27.39998 -29.62406 5.55237  C19 1.095
23 H -26.06897 -29.25779 4.54104  C19 1.092
24 H -26.84633 -28.01342 5.49973  C19 1.091
25 H -25.44847 -30.44380 6.90787  C20 1.089
26 H -26.10319 -29.07422 7.60943  C20 1.098
27 H -24.61467 -27.69258 6.58385  O21 0.960
28 C -21.27747 -33.61346 -0.31139  C29 1.521, H31 1.092, H32 1.092, H33 1.090
29 C -21.99338 -33.03988 -1.52406  C28 1.521, O30 1.403, H34 1.089, H35 1.097
30 O -23.29312 -33.56620 -1.49524  C29 1.403, H36 0.960
31 H -21.28415 -34.69634 -0.45020  C28 1.092
32 H -21.86801 -33.41615 0.58619  C28 1.092
33 H -20.27295 -33.23012 -0.13448  C28 1.090
34 H -21.29738 -33.21043 -2.34471  C29 1.089
35 H -22.05062 -31.96277 -1.32222  C29 1.097
36 H -23.82149 -33.18179 -0.79190  O30 0.960
37 C -28.95295 -30.94515 2.68828  C38 1.504, H40 1.090, H41 1.094, H42 1.093
38 C -27.73396 -30.54339 1.90398  C37 1.504, O39 1.428, H43 1.091, H44 1.097
39 O -27.68475 -29.11646 1.87862  C38 1.428, H45 0.966
40 H -29.92572 -30.70122 2.26006  C37 1.090
41 H -29.01123 -30.52688 3.69786  C37 1.094
42 H -28.97484 -32.00241 2.96399  C37 1.093
43 H -27.62715 -30.92995 0.88966  C38 1.091
44 H -26.84407 -30.89204 2.44165  C38 1.097
45 H -27.39522 -28.93403 0.97578  O39 0.966
46 C -23.19468 -28.99366 -0.85649  C47 1.449, H49 1.092, H50 1.086, H51 1.094
47 C -24.63314 -29.13692 -0.96139  C46 1.449, N48 1.153
48 N -25.77944 -29.25630 -0.96992  C47 1.153
49 H -22.86869 -28.72977 -1.86493  C46 1.092
50 H -22.77931 -29.83837 -0.31551  C46 1.086
51 H -23.08003 -28.01914 -0.37207  C46 1.094
52 C -23.50090 -31.64132 3.10373  C53 1.480, H55 1.086, H56 1.088, H57 1.095
53 C -24.15074 -31.62027 1.77422  C52 1.480, N54 1.149
54 N -24.60500 -31.69129 0.72076  C53 1.149
55 H -22.45474 -31.35012 3.13443  C52 1.086
56 H -23.69557 -32.53647 3.69066  C52 1.088
57 H -24.00350 -30.87687 3.70618  C52 1.095

Which charges does natural (NBO) predict for the atoms? In e, they are: -0.63 -0.06 -0.73 0.20 0.22 0.20 0.18 0.16 0.47 -0.65 -0.07 -0.74 0.21 0.22 0.22 0.17 0.18 0.47 -0.65 -0.07 -0.72 0.21 0.21 0.21 0.18 0.15 0.47 -0.62 -0.06 -0.73 0.21 0.19 0.19 0.18 0.14 0.49 -0.63 -0.07 -0.74 0.21 0.20 0.21 0.19 0.14 0.49 -0.74 0.32 -0.38 0.25 0.28 0.25 -0.74 0.33 -0.38 0.27 0.26 0.26